[1]
# C17H18N6O2

A cluster of 2 separate species, C17H18N6O2 in total (wB97M-V/def2-TZVPD, the OMol25 dataset).

Values from the calculation:
Total charge: 0
SMILES: O=[N+]([O-])c1ccc2nnnn2c1.CN(C1=CCCC1)c1ccccc1
Multiplicity: 1
LUMO energy: -1.520 eV
Energy relative to the best compared isomer or geometry (same formula, charge and spin): 165.48 kcal/mol

Element x y z (Å)
H  0.903  1.466  2.430
H  -0.804  -2.269  0.120
O  1.539  -2.897  -4.793
N  -1.675  2.569  -2.387
H  1.563  -1.745  -0.264
C  0.964  1.219  1.361
C  -0.464  1.612  -3.917
C  -0.655  -0.639  4.040
N  -0.686  0.727  -2.872
N  -1.091  2.767  -3.609
C  1.612  -0.750  0.171
H  -0.429  -1.153  -1.944
C  -1.366  -0.100  5.112
C  -1.062  -0.360  2.727
N  1.005  -2.332  -3.820
H  -1.417  -2.647  1.756
H  2.552  0.548  -1.239
N  -0.314  -0.895  1.628
C  -0.567  -2.259  1.193
H  0.228  -1.265  4.194
H  1.362  -0.533  -5.846
H  3.678  -0.134  -0.064
C  2.652  0.236  -0.188
H  -2.490  0.597  1.440
C  0.322  1.170  -5.017
C  -0.203  -0.552  -2.818
H  -3.809  1.544  3.356
H  0.208  1.826  0.832
H  -3.058  1.103  5.701
C  0.519  -0.990  -3.911
H  -1.030  -0.297  6.132
C  -2.922  0.940  3.553
H  2.462  2.413  0.268
C  2.364  1.444  0.762
O  0.853  -2.894  -2.697
C  -2.497  0.688  4.864
N  -1.444  1.361  -1.926
H  0.307  -2.899  1.371
C  0.712  -0.242  1.061
C  -2.200  0.417  2.479
H  0.505  1.898  -5.801
H  3.092  1.431  1.580
C  0.782  -0.125  -5.020

=====

[2]
# C17H21NO6

A cluster of 2 separate species, C17H21NO6 in total (wB97M-V/def2-TZVPD, the OMol25 dataset).

Values from the calculation:
Total charge: 0
SMILES: CC1(C)OC(=O)C(=Cc2ccccc2)C(=O)O1.CCOC(=O)CN
Multiplicity: 1
LUMO energy: -0.854 eV
Energy relative to the best compared isomer or geometry (same formula, charge and spin): 19.50 kcal/mol

Element x y z (Å)
C  4.694  -3.417  -0.234
H  4.757  -4.506  -0.299
C  -1.648  2.570  1.123
H  -2.501  2.395  1.793
H  0.347  2.149  0.999
H  -0.608  7.763  3.289
O  -1.474  4.682  -0.004
C  3.427  -2.916  -0.928
C  -2.557  -1.092  -0.487
C  3.402  -3.288  -2.402
H  4.288  -2.865  -2.893
C  -1.666  -2.950  -1.794
H  -0.206  6.232  1.384
C  -3.959  -2.989  -1.015
C  2.229  -0.811  -0.921
H  0.156  6.284  3.857
O  0.174  -3.540  0.283
H  -0.538  0.953  1.700
H  -1.587  6.554  4.111
N  -0.433  1.962  1.630
H  4.667  -3.129  0.821
O  2.236  0.402  -0.995
H  2.498  -2.911  -2.892
C  -1.456  4.078  1.048
C  -3.782  -1.745  -0.396
H  -3.031  -4.548  -2.215
H  -1.876  2.272  0.090
C  -2.904  -3.581  -1.726
H  -4.591  -1.277  0.167
H  -0.830  -3.408  -2.329
C  -1.046  6.075  2.070
H  5.578  -2.976  -0.699
C  -1.475  -1.693  -1.166
O  -1.246  4.656  2.242
H  -2.370  -0.134  0.007
H  -4.919  -3.501  -0.942
H  -0.121  0.041  -1.470
C  0.992  -1.629  -0.929
O  2.331  -3.527  -0.212
C  -0.757  6.689  3.412
O  3.410  -1.480  -0.746
C  -0.192  -1.011  -1.192
H  -1.949  6.513  1.627
H  3.446  -4.380  -2.506
C  1.087  -2.962  -0.261

=====

[3]
# C3H19N2O6

A cluster of 6 separate species, C3H19N2O6 in total (wB97M-V/def2-TZVPD, the OMol25 dataset).

Values from the calculation:
Total charge: 0
Multiplicity: 2
LUMO energy (spin up / spin down): 0.425 / 0.187 eV
Energy relative to the best compared isomer or geometry (same formula, charge and spin): 32.50 kcal/mol

Element x y z (Å)
H  2.161  1.875  0.150
H  2.295  -1.022  -1.328
O  0.087  -1.043  1.503
O  2.738  -0.788  2.046
H  2.114  0.691  1.196
H  2.273  -1.724  2.149
C  0.256  -0.927  0.328
H  -1.117  2.264  0.586
H  -1.462  -1.803  -3.397
O  -2.779  0.656  -1.440
H  -2.998  -0.197  2.518
H  -0.086  0.781  -0.920
C  0.733  0.284  -0.394
H  2.528  0.590  -1.597
C  1.799  -0.152  -1.464
O  -1.155  -1.025  -2.980
H  -1.739  -0.178  1.752
N  -0.199  -1.963  -0.442
O  -0.507  2.828  1.184
N  1.488  1.243  0.645
H  -0.115  -1.887  -1.402
H  -0.453  -2.913  -0.223
H  2.856  -0.663  2.986
H  -2.462  0.000  -0.878
O  -2.334  0.398  2.148
H  1.179  -0.362  -2.392
H  -2.994  1.312  -0.780
H  -1.007  2.416  1.997
H  -1.792  -0.366  -2.861
H  0.693  1.676  1.310

=====

[4]
# C30H55Cl2N4O4S2

A cluster of 3 separate species, C30H55Cl2N4O4S2 in total (wB97M-V/def2-TZVPD, the OMol25 dataset).

Values from the calculation:
Total charge: +1
Multiplicity: 3
LUMO energy (spin up / spin down): -2.263 / -2.347 eV

Element x y z (Å)
C  -1.065  0.086  0.637
H  -6.535  2.191  -1.950
H  -10.179  1.655  0.264
H  1.068  0.043  5.410
C  8.459  -2.480  0.960
S  -3.241  2.514  1.209
H  -5.838  -0.217  -1.038
O  -6.503  1.760  0.850
H  -6.805  -1.941  1.229
H  0.458  1.417  -2.206
H  4.002  0.820  1.535
H  10.568  -2.244  1.317
H  -9.483  -0.543  1.234
H  -8.536  -0.054  -2.450
H  4.457  0.344  -0.120
H  8.400  -3.492  1.368
H  10.973  -0.717  -0.623
C  -7.530  0.318  -2.240
H  -7.194  -0.646  2.357
C  -2.839  -2.181  0.366
C  -9.751  1.979  -0.684
H  8.840  1.530  -0.950
H  0.594  -0.331  -1.839
C  7.402  -2.300  -0.134
C  0.092  -0.017  4.972
H  5.885  -3.441  0.910
C  9.972  -0.848  -0.206
H  -2.986  -3.182  0.774
H  -2.353  -0.743  2.921
C  2.550  1.380  0.007
C  -1.466  2.191  1.520
Cl  2.367  2.795  -1.014
C  -0.817  0.027  4.193
H  9.878  -0.863  -3.275
H  -6.958  3.934  -0.316
H  7.201  -4.410  -0.633
H  -1.929  0.341  0.001
H  4.581  2.023  0.399
O  -0.382  -2.263  -0.541
H  -5.720  -0.575  1.383
C  -1.827  0.191  3.125
N  7.549  -1.004  -0.859
N  -1.085  2.972  -0.899
H  -8.451  3.940  0.635
H  -0.172  0.938  2.303
N  -7.679  1.312  0.525
C  0.061  0.596  -1.610
H  -1.847  2.406  -1.255
H  8.487  -3.647  -1.519
H  0.274  3.105  0.584
C  0.064  0.897  -0.089
H  10.203  -3.003  -0.212
H  -2.542  0.931  3.511
H  -10.245  2.920  -0.929
O  7.100  -0.056  -0.089
O  -0.655  -2.357  1.815
H  5.227  -2.293  -0.255
H  -6.950  0.146  -3.149
H  -8.090  2.335  -2.737
C  -8.214  2.154  -0.588
H  -6.968  -1.529  -1.291
H  9.925  -2.326  -2.332
H  -3.082  -2.109  -0.700
H  -3.889  1.318  1.205
H  -1.195  2.891  2.318
H  9.990  1.038  -2.170
H  -8.489  4.235  -1.103
C  6.011  -2.442  0.492
C  -8.010  3.648  -0.320
C  7.488  -3.479  -1.124
C  -6.907  -0.458  -1.083
C  8.926  -0.634  -1.308
H  -9.588  -0.571  -0.527
H  -3.434  -1.419  0.896
C  3.965  1.119  0.483
C  1.512  0.628  0.349
H  8.267  1.030  -2.548
C  -8.954  -0.818  0.321
H  -0.978  0.443  -1.960
H  6.808  -3.334  -1.966
C  -7.563  1.813  -1.936
C  9.305  -1.459  -2.565
H  -10.051  1.273  -1.458
Cl  1.882  -0.734  1.414
H  -1.422  3.904  -0.691
C  9.001  0.825  -1.766
H  5.847  -1.736  1.307
C  -0.467  2.367  0.263
C  -6.774  -0.861  1.373
N  -1.123  0.787  1.932
C  -7.563  -0.154  0.268
H  8.245  -1.803  1.795
H  -8.858  -1.904  0.316
H  8.422  -1.801  -3.104
C  9.879  -2.212  0.471
H  9.858  -0.074  0.560
S  -1.084  -1.743  0.590

=====

[5]
# C33H26IN7O3Pb

A structure of composition C33H26IN7O3Pb (wB97M-V/def2-TZVPD, the OMol25 dataset).

Values from the calculation:
Total charge: -2
Multiplicity: 1
LUMO energy: 3.960 eV
Energy relative to the best compared isomer or geometry (same formula, charge and spin): 34.17 kcal/mol

Element x y z (Å)
Pb  -0.775  -0.059  -0.646
H  6.143  2.731  0.214
C  1.286  -5.517  0.368
H  0.548  -5.007  -2.895
C  2.208  -8.840  -1.006
N  -3.037  -1.035  -1.024
N  2.568  -9.933  -1.069
C  0.563  4.859  1.692
C  -5.549  -1.754  -1.931
N  -0.460  1.687  2.071
H  -6.533  -2.030  -2.293
H  0.489  7.003  1.748
O  5.693  1.104  1.322
H  -2.383  -2.883  -1.607
N  4.245  0.157  -0.921
C  -3.886  1.150  -0.210
H  3.723  -1.445  0.328
C  0.880  -5.520  -2.003
H  -5.012  2.151  1.899
C  1.737  -6.816  0.296
H  -0.776  7.148  -0.403
C  5.215  1.239  -1.043
N  -2.911  1.086  0.690
C  -1.712  3.041  3.600
C  -0.822  5.006  -0.631
H  3.722  0.560  1.744
C  4.528  -0.720  0.222
C  0.184  3.722  0.976
C  -3.252  -2.237  -1.554
C  -4.079  2.397  2.385
O  -4.687  2.063  -0.481
C  -0.119  -2.376  -0.626
H  4.394  2.497  0.505
H  -1.385  5.014  -1.560
C  -5.327  -0.502  -1.394
I  -2.592  0.182  -4.341
C  -2.896  3.511  4.142
H  2.076  -7.327  1.188
C  0.335  -3.511  -0.694
N  1.919  0.553  -1.700
H  -6.101  0.247  -1.314
C  -2.892  1.919  1.805
H  5.014  -0.532  2.319
H  -5.041  3.503  3.955
C  -4.489  -2.647  -2.015
N  -0.494  3.806  -0.168
H  -4.616  -3.632  -2.443
C  0.509  2.323  1.489
C  5.342  1.992  0.278
C  2.983  0.395  -1.276
H  4.919  1.908  -1.851
C  -0.487  6.190  0.009
H  -2.880  4.146  5.023
C  1.330  -6.819  -2.079
H  -0.763  3.297  4.061
C  0.834  -4.835  -0.776
C  -0.798  -0.083  -3.120
H  1.265  -5.001  1.318
C  -4.051  -0.169  -0.941
C  1.761  -7.493  -0.930
H  1.112  4.749  2.618
C  4.683  0.101  1.495
O  1.678  1.907  1.284
H  5.463  -1.244  -0.004
C  -4.097  3.167  3.537
H  6.181  0.787  -1.291
C  0.218  6.105  1.203
H  -0.396  -1.030  -3.489
H  1.352  -7.336  -3.030
C  -1.665  2.224  2.459
H  -0.142  0.708  -3.482

=====

[6]
# C3H2N4O

An isolated molecule of C3H2N4O (wB97M-V/def2-TZVPD, the OMol25 dataset).

Values from the calculation:
Total charge: 0
SMILES: O=c1ccnnnn1
Multiplicity: 1
LUMO energy: -1.256 eV
Energy relative to the best compared isomer or geometry (same formula, charge and spin): 67.63 kcal/mol

Element x y z (Å)
C  -1.226  -0.391  0.122
N  1.406  -1.201  0.634
N  -0.531  -1.464  -0.574
C  0.805  0.938  -0.130
O  -2.214  -0.540  0.780
C  -0.524  0.812  -0.279
N  0.647  -1.809  -0.314
N  1.651  0.027  0.601
H  -1.193  1.659  -0.601
H  1.178  1.969  -0.240

=====

[7]
# C9H10O

A structure of composition C9H10O (wB97M-V/def2-TZVPD, the OMol25 dataset).

Values from the calculation:
Total charge: 0
Multiplicity: 1
LUMO energy: 0.824 eV
Energy relative to the best compared isomer or geometry (same formula, charge and spin): 118.98 kcal/mol

Element x y z (Å)
C  -0.801  -0.282  -1.756
C  0.745  0.284  1.689
C  0.279  -2.462  -1.004
C  -0.271  1.393  1.527
C  0.422  -0.598  0.380
C  -0.647  1.652  0.017
H  0.181  3.239  -0.124
C  -0.357  0.173  -0.388
C  -0.362  -1.676  -1.977
H  -1.441  -0.022  -2.667
H  1.924  0.487  1.573
H  0.344  -0.282  2.509
H  1.548  -2.475  1.085
H  -0.975  1.534  2.036
O  0.265  2.414  -0.614
H  -0.627  -2.008  -3.259
H  -1.546  1.907  -0.064
C  0.741  -1.959  0.153
H  0.038  2.121  2.039
H  0.536  -3.439  -1.156

=====

[8]
# C3H4FN3

An isolated molecule of C3H4FN3 (wB97M-V/def2-TZVPD, the OMol25 dataset).

Values from the calculation:
Total charge: 0
Multiplicity: 1
LUMO energy (spin up / spin down): -0.286 / -0.284 eV
Energy relative to the best compared isomer or geometry (same formula, charge and spin): 121.54 kcal/mol

Element x y z (Å)
H  -2.323  0.011  0.288
C  0.013  -1.227  0.091
N  -0.188  0.051  0.132
C  -1.512  0.651  -0.062
C  1.992  0.535  -0.248
H  -1.588  0.999  -0.987
N  2.146  -0.638  0.032
F  2.511  1.666  -0.046
H  -1.492  1.470  0.472
N  1.296  -1.641  0.035
H  -0.856  -1.879  0.293